Model one:
Here is one molecule with the formula C5H6N2S from OMol25. Energies are from ωB97M-V/def2-TZVPD.

Each atom is followed by the atoms it is bonded to, with distances in Å.
Element x y z (Å)
1 S 3.7761 0.1801 -0.1783  C2 1.728, H9 1.342
2 C 2.2056 -0.5366 -0.0971  S1 1.728, N3 1.273, H10 1.082
3 N 1.3220 0.3721 0.0192  C2 1.273, N4 1.346
4 N -0.0036 0.1393 0.0507  N3 1.346, C5 1.368, C8 1.368
5 C -0.8799 1.1897 0.0871  N4 1.368, C6 1.362, H11 1.071
6 C -2.1467 0.6884 0.0782  C5 1.362, C7 1.415, H12 1.070
7 C -2.0370 -0.7218 0.0402  C6 1.415, C8 1.363, H13 1.072
8 C -0.7097 -1.0322 0.0230  N4 1.368, C7 1.363, H14 1.071
9 H 3.0193 1.2847 -0.0936  S1 1.342
10 H 2.0935 -1.6105 -0.1593  C2 1.082
11 H -0.5129 2.1957 0.1023  C5 1.071
12 H -3.0534 1.2566 0.1062  C6 1.070
13 H -2.8505 -1.4195 0.0243  C7 1.072
14 H -0.2228 -1.9860 -0.0029  C8 1.071

Output
Kohn-Sham gap = 9.2 eV
Charge = 0
SMILES = S/C=N/n1cccc1
M = 126.184 u

Model two:
Here is one molecule with the formula C5H6N2S from OMol25. Energies are from ωB97M-V/def2-TZVPD.

Each atom is followed by the atoms it is bonded to, with distances in Å.
Element x y z (Å)
1 S 0.7022 0.8442 -2.4809  C2 1.712, H9 1.360
2 C 0.5159 -0.7746 -1.9571  S1 1.712, C3 1.373, H10 1.107
3 C 0.0964 -1.0700 -0.6831  C2 1.373, C4 1.442, H11 1.164
4 C -0.0902 -0.2284 0.4727  C3 1.442, C5 1.383, N8 1.386
5 C -0.4263 -0.8377 1.6682  C4 1.383, N6 1.409, H12 1.095
6 N -0.8399 0.1730 2.5585  C5 1.409, C7 1.301
7 C -0.5696 1.3036 1.9750  N6 1.301, N8 1.366, H13 1.061
8 N -0.1378 1.1395 0.6890  C4 1.386, C7 1.366, H14 1.077
9 H 0.9285 0.8120 -3.8215  S1 1.360
10 H 0.6442 -1.6153 -2.6659  C2 1.107
11 H 0.1927 -2.1296 -0.2105  C3 1.164
12 H -0.6180 -1.8427 2.0578  C5 1.095
13 H -0.7059 2.3038 2.3005  C7 1.061
14 H 0.3077 1.9221 0.0973  N8 1.077

Output
Kohn-Sham gap = 8.3 eV
Charge = 0
SMILES = S/C=C\c1cnc[nH]1
M = 126.184 u

Energetically preferred structure: model two | next structure: +15.0 kcal/mol

Model one:
Here is a 2-piece molecular cluster, C3H14N3 overall from OMol25. Energies are from ωB97M-V/def2-TZVPD.

Each atom is followed by the atoms it is bonded to, with distances in Å.
Element x y z (Å)
1 C 1.9116 0.7883 -0.0649  N2 1.503, H3 1.094, H4 1.079, H5 1.108
2 N 3.1873 1.2732 -0.6948  C1 1.503, H6 1.007, H7 1.027, H8 1.046
3 H 2.0293 -0.2469 0.2697  C1 1.094
4 H 1.6593 1.4664 0.7361  C1 1.079
5 H 1.1589 0.8547 -0.8751  C1 1.108
6 H 3.4233 0.6802 -1.4740  N2 1.007
7 H 3.9625 1.2282 -0.0222  N2 1.027
8 H 3.1010 2.2561 -1.0436  N2 1.046
9 C -2.1931 -0.6555 -0.0183  C10 1.532, N12 1.494, H13 1.126, H14 1.103
10 C -0.7545 -0.5509 0.4973  C9 1.532, N11 1.444, H15 1.111, H16 1.109
11 N -0.6198 -0.8572 1.9024  C10 1.444, H17 1.012, H18 1.070
12 N -2.2186 -0.0652 -1.3901  C9 1.494, H19 1.043, H20 0.998
13 H -2.4739 -1.7463 -0.0248  C9 1.126
14 H -2.8961 -0.1448 0.6619  C9 1.103
15 H -0.1291 -1.1906 -0.1611  C10 1.111
16 H -0.4965 0.5106 0.3090  C10 1.109
17 H 0.3500 -1.0954 2.0641  N11 1.012
18 H -1.1519 -1.7579 2.1253  N11 1.070
19 H -1.6103 -0.6049 -2.0430  N12 1.043
20 H -3.1524 -0.1561 -1.7296  N12 0.998

Output
Kohn-Sham gap = 8.1 eV
Charge = +1
M = 92.166 u

Model two:
Here is a 2-piece molecular cluster, C3H14N3 overall from OMol25. Energies are from ωB97M-V/def2-TZVPD.

Each atom is followed by the atoms it is bonded to, with distances in Å.
Element x y z (Å)
1 N -0.1758 1.5462 -2.3204  C2 1.461, H4 1.015, H5 1.034
2 C -0.7806 0.2244 -2.1699  N1 1.461, N3 1.508, H6 1.098, H7 1.106
3 N 0.1928 -0.8757 -1.8295  C2 1.508, H8 1.011, H9 1.020
4 H 0.1038 1.9338 -1.4251  N1 1.015
5 H 0.6395 1.4703 -2.9527  N1 1.034
6 H -1.4307 0.1289 -1.2897  C2 1.098
7 H -1.3207 -0.0062 -3.1072  C2 1.106
8 H -0.0136 -1.6994 -2.3775  N3 1.011
9 H 1.1219 -0.6105 -2.1564  N3 1.020
10 C 0.0572 0.2133 3.0170  C11 1.506, H13 1.092, H14 1.075, H15 1.079
11 C 0.2766 0.3672 1.5355  C10 1.506, N12 1.535, H16 1.114, H17 1.079
12 N 0.2672 -0.9920 0.8232  C11 1.535, H18 1.017, H19 1.067, H20 1.010
13 H 0.0132 1.2166 3.4451  C10 1.092
14 H -0.9048 -0.2480 3.1507  C10 1.075
15 H 0.7495 -0.4548 3.5052  C10 1.079
16 H -0.6030 0.9229 1.1385  C11 1.114
17 H 1.1456 0.9199 1.2149  C11 1.079
18 H 1.0118 -1.6417 1.0637  N12 1.017
19 H 0.2364 -0.9048 -0.2400  N12 1.067
20 H -0.5861 -1.5104 0.9745  N12 1.010

Output
Kohn-Sham gap = 10.4 eV
Charge = +1
M = 92.166 u

Energetically preferred structure: model two | next structure: +23.1 kcal/mol